A 16-piece molecular cluster, H31O16 overall, computed with ωB97M-V with the def2-TZVPD basis set.

Last columns: bonded neighbours and bond lengths (Å).
Positions of all 47 atoms, in Å:
1 O 1.7050 3.5701 -3.4890  H5 0.966, H6 0.963
2 H -4.1520 -4.0662 -0.1053  O13 0.958
3 H -1.2173 3.0787 -5.0996  O10 0.964
4 O -1.4965 3.0174 0.8276  H8 0.967, H12 0.967
5 H 2.0412 2.7496 -3.1069  O1 0.966
6 H 2.0946 3.5995 -4.3695  O1 0.963
7 O -1.4877 -0.0061 4.8600  H24 0.961, H31 0.947
8 H -1.4991 2.3918 0.0907  O4 0.967
9 H -1.8746 2.9026 -3.8048  O10 0.984
10 O -2.1065 3.1373 -4.7316  H3 0.964, H9 0.984
11 H -1.0424 -2.5070 -0.2917  O42 0.950
12 H -1.7122 2.4335 1.5673  O4 0.967
13 O -3.6446 -3.7615 0.6477  H2 0.958, H28 1.000
14 H 3.6628 -0.8563 -3.4559  O27 0.969
15 H 1.4909 -0.9039 1.5559  O33 0.953
16 O 0.5646 0.8439 1.2693  H17 0.952, H18 0.971
17 H 1.3188 1.0805 0.7390  O16 0.952
18 H -0.2938 1.1403 0.9248  O16 0.971
19 O -1.0050 -2.8561 -2.7127  H20 0.963, H21 1.018
20 H -0.4844 -2.1269 -2.3598  O19 0.963
21 H -1.8318 -2.6635 -2.1513  O19 1.018
22 O -0.6374 -1.2872 2.6862  H23 0.989, H44 0.984
23 H -1.1309 -1.4637 1.8480  O22 0.989
24 H -1.0052 0.6555 4.3579  O7 0.961
25 O 2.4246 -3.8843 -2.4575  H26 0.964, H43 0.971
26 H 2.5163 -3.6220 -3.3807  O25 0.964
27 O 3.5915 0.0674 -3.1718  H14 0.969, H29 0.970
28 H -2.9099 -3.2261 0.2306  O13 1.000
29 H 3.7409 0.4552 -4.0478  O27 0.970
30 O 2.7097 -0.1400 4.6581  H32 0.955, H37 0.959
31 H -0.9137 -0.7051 5.1402  O7 0.947
32 H 2.1884 -0.8806 4.3567  O30 0.955
33 O 2.1332 -0.7736 2.2473  H15 0.953, H40 0.946
34 H 1.6585 1.4829 4.9055  O45 0.975
35 H -2.4616 0.7987 -0.8021  O39 0.902
36 O -1.4252 2.0469 -2.3673  H41 0.942, H46 0.957
37 H 3.5468 -0.1130 4.1900  O30 0.959
38 H -1.7039 -0.7273 -0.5998  O39 1.079
39 O -1.7419 0.3464 -0.4988  H35 0.902, H38 1.079
40 H 1.6053 -0.5738 3.0060  O33 0.946
41 H -0.5790 1.6361 -2.4209  O36 0.942
42 O -1.8943 -2.1491 -0.5135  H11 0.950
43 H 1.5574 -3.4685 -2.3250  O25 0.971
44 H -0.3758 -0.4385 2.2630  O22 0.984
45 O 0.9197 2.0367 4.5918  H34 0.975, H47 0.967
46 H -2.1275 1.4013 -2.4452  O36 0.957
47 H 1.2839 2.3279 3.7446  O45 0.967

Values from the calculation:
* relative energy (zero: lowest compared OMol25 entry of this formula, charge and spin): 387.7 kJ/mol
* LUMO energy: 1.601 eV
* charge: -1